Entry from OMol25: C53H55AuCl3N5OS3Si as an isolated structure (ωB97M-V/def2-TZVPD).

Each line ends with the Löwdin charge.
Atoms and positions in Å:
Au -0.523 0.688 0.601  0.8001
C -2.450 -0.027 0.564  -0.3229
Si -3.681 1.183 -0.189  0.6388
C -3.485 2.868 0.612  -0.2115
N -2.158 3.298 1.005  -0.2538
C -1.234 3.791 0.005  -0.2233
C -0.813 5.246 0.279  -0.1638
C -1.941 5.989 0.983  -0.1816
C -2.233 5.373 2.357  -0.1559
C -1.952 3.861 2.316  -0.2326
C -3.461 1.212 -2.045  -0.2562
C -3.379 0.003 -2.745  -0.1321
C -3.400 -0.040 -4.130  -0.0856
C -3.503 1.142 -4.853  -0.0652
C -3.587 2.352 -4.183  -0.0646
C -3.572 2.384 -2.795  -0.0872
C -5.363 0.511 0.258  -0.2433
C -6.210 -0.093 -0.672  -0.0809
C -7.440 -0.607 -0.290  -0.0669
C -7.845 -0.527 1.033  -0.0662
C -7.019 0.067 1.976  -0.0728
C -5.791 0.577 1.589  -0.1056
H -2.392 -0.966 0.015  0.0136
H -2.744 -0.280 1.583  -0.0027
H -4.120 2.881 1.499  0.0874
H -3.949 3.597 -0.069  0.0917
H -1.709 3.721 -0.978  0.1064
H -0.326 3.169 -0.035  0.0274
H -0.553 5.739 -0.658  0.1145
H 0.085 5.262 0.902  0.1107
H -2.838 5.933 0.360  0.1132
H -1.698 7.046 1.082  0.1149
H -3.275 5.554 2.621  0.1108
H -1.624 5.842 3.130  0.1106
H -2.571 3.332 3.042  0.1102
H -0.908 3.675 2.595  0.0863
H -3.336 -0.935 -2.201  0.1078
H -3.361 -0.990 -4.646  0.1040
H -3.539 1.116 -5.933  0.1131
H -3.680 3.274 -4.741  0.1118
H -3.654 3.346 -2.304  0.0936
H -5.922 -0.149 -1.714  0.0950
H -8.085 -1.064 -1.026  0.1104
H -8.806 -0.923 1.330  0.1112
H -7.335 0.138 3.007  0.1086
H -5.163 1.040 2.342  0.0937
S -0.650 0.824 2.881  0.7997
C 0.996 0.882 3.337  -0.5372
N 1.386 0.539 4.542  -0.0672
C 2.817 0.464 4.874  -0.0768
C 3.521 1.646 4.276  -0.0777
N 3.259 1.657 2.833  -0.0823
C 4.361 2.017 1.920  -0.1022
C 4.844 0.786 1.191  -0.2416
C 5.269 -0.334 1.897  -0.0356
C 5.712 -1.461 1.223  -0.1055
C 5.744 -1.468 -0.165  -0.1318
C 5.334 -0.350 -0.872  -0.0504
C 4.877 0.773 -0.196  -0.0565
C 2.073 1.355 2.350  -0.5804
S 1.761 1.484 0.708  0.8109
C 0.477 0.072 5.619  -0.0893
C 0.816 -1.345 5.994  -0.2386
C 1.376 -1.634 7.230  -0.0381
C 1.687 -2.946 7.562  -0.0520
C 1.443 -3.965 6.656  -0.0569
C 0.886 -3.678 5.416  -0.0583
C 0.572 -2.371 5.085  -0.0375
H 3.207 -0.478 4.478  0.1470
H 2.913 0.442 5.958  0.1435
H 4.595 1.575 4.435  0.1412
H 3.173 2.590 4.708  0.1545
H 5.137 2.474 2.534  0.1421
H 4.004 2.769 1.215  0.1132
H 5.276 -0.332 2.981  0.1096
H 6.047 -2.325 1.778  0.1144
H 6.101 -2.342 -0.691  0.0932
H 5.372 -0.348 -1.952  0.1207
H 4.552 1.644 -0.750  0.1128
H -0.551 0.169 5.275  0.0881
H 0.622 0.755 6.459  0.1455
H 1.556 -0.841 7.945  0.1192
H 2.114 -3.170 8.528  0.1158
H 1.676 -4.986 6.919  0.1151
H 0.685 -4.477 4.716  0.1124
H 0.119 -2.149 4.125  0.1086
Cl 2.112 -6.556 -8.474  0.7222
C 1.710 -5.285 -7.380  -0.6555
C 2.718 -4.588 -6.725  -0.0764
C 2.363 -3.573 -5.863  -0.0258
C 1.033 -3.216 -5.610  -0.1551
C 0.875 -2.094 -4.594  -0.2566
C -0.531 -1.516 -4.397  -0.1117
N -0.487 -0.470 -3.380  -0.0479
C -0.232 0.861 -3.574  -0.0087
C -0.215 1.435 -2.343  -0.0899
N -0.486 0.451 -1.415  -0.1098
C -0.640 -0.680 -2.078  -0.1584
O 1.363 -2.553 -3.327  -0.0831
C 2.450 -1.760 -2.834  -0.1648
C 2.963 -2.341 -1.558  -0.3112
C 3.830 -3.394 -1.502  -0.9573
Cl 4.531 -4.201 -2.838  0.7297
S 4.192 -3.882 0.096  1.0531
C 3.176 -2.663 0.735  -0.3949
C 2.591 -1.927 -0.248  -0.1445
C 0.058 -3.937 -6.288  -0.5439
Cl -1.655 -3.633 -6.127  0.7484
C 0.385 -4.962 -7.168  -0.1252
H 3.754 -4.839 -6.896  0.1148
H 3.149 -3.032 -5.354  0.0976
H 1.524 -1.275 -4.933  0.1567
H -1.231 -2.274 -4.050  0.0960
H -0.922 -1.078 -5.314  0.1248
H -0.088 1.279 -4.552  0.1457
H -0.056 2.459 -2.067  0.1031
H -0.823 -1.649 -1.650  0.1610
H 2.124 -0.723 -2.676  0.1228
H 3.253 -1.745 -3.578  0.1123
H 3.064 -2.563 1.801  0.0743
H 1.925 -1.102 -0.058  0.0458
H -0.398 -5.501 -7.679  0.1089

Summary:
- F_max (eV Å⁻¹) = 1.170
- net charge = +2
- molar mass (g/mol) = 1205.7
- E (eV) = -146982.2426
- orbital gap (eV) = 5.218